ORCA calculation (the ωB97M-V functional and the def2-TZVPD basis) on one molecule with the formula C7H11NO5S.

Cartesian coordinates (Å):
S -0.671 -0.605 -0.765
O -0.817 -0.526 3.265
O 0.401 -0.627 0.502
O -1.897 -0.096 -0.216
O -0.707 -1.884 -1.396
O -0.209 -2.876 4.623
N -0.102 -1.568 2.661
C 0.709 1.727 -0.942
C 0.146 -2.729 3.335
C 0.966 -2.914 1.262
C 0.427 -1.664 1.387
C 0.131 0.642 -1.820
C 0.804 -3.585 2.494
C -0.968 1.134 -2.741
H 1.517 1.338 -0.329
H -1.392 -0.152 2.578
H 1.428 -3.300 0.379
H 0.892 0.083 -2.358
H -0.579 1.863 -3.450
H -0.070 2.110 -0.284
H -1.755 1.598 -2.151
H -1.398 0.298 -3.287
H 1.136 -4.573 2.731
H -0.614 -2.050 4.921
H 1.088 2.546 -1.550

Results
SMILES: CC(C)S(=O)(=O)Oc1ccc(O)n1O
2S+1: 1
Gap between HOMO and LUMO in eV: 8.295
Charge: 0
HOMO level in eV: -7.8

---

ORCA calculation (the ωB97M-V functional and the def2-TZVPD basis) on C7H11NiO6 as an isolated structure at a distorted geometry.

Cartesian coordinates (Å):
Ni 0.544 2.611 -0.466
O 2.265 3.470 -0.536
O -1.560 -2.466 -0.994
O 1.341 2.642 1.270
O 0.332 -1.450 -1.382
O 3.486 3.329 1.305
O -1.508 -0.272 -1.485
C -3.390 -3.715 -0.087
C 3.647 2.753 2.604
C 2.336 3.168 0.692
C 0.861 -0.117 -1.463
C -2.974 -2.381 -0.643
C -0.980 -1.409 -1.421
C -0.179 0.752 -0.933
H 0.573 0.631 -2.447
H 3.502 1.667 2.563
H 1.948 -0.177 -1.505
H -4.463 -3.672 0.141
H -3.226 -4.517 -0.817
H 4.670 2.992 2.909
H 2.938 3.202 3.308
H -0.714 0.594 0.019
H -3.087 -1.573 0.089
H -3.522 -2.118 -1.556
H -2.841 -3.945 0.835

Results
2S+1: 3
Gap between HOMO and LUMO (spin up / spin down) in eV: 10.049 / 9.001
Charge: +1
HOMO level (spin up / spin down) in eV: -14.0 / -14.3

---

ORCA calculation (the ωB97M-V functional and the def2-TZVPD basis) on an isolated ion of composition C7H11O and charge +1 at a distorted geometry.

Cartesian coordinates (Å):
O 0.741 -1.060 -0.196
C -1.330 -0.056 -0.122
C 2.357 0.681 -0.140
C -1.664 -1.478 -0.038
C 0.907 1.260 -0.020
C -2.214 1.094 0.058
C 2.200 -0.786 0.144
C 0.111 0.128 -0.069
H -2.898 1.287 -0.743
H -2.797 -1.697 0.022
H -1.645 2.017 0.118
H 2.333 -1.143 1.162
H 0.578 2.224 0.222
H 2.932 -1.375 -0.513
H -1.202 -1.907 0.808
H -1.298 -2.132 -0.876
H -2.958 0.853 0.857
H 3.015 1.399 0.487
H 2.831 0.692 -1.163

Results
2S+1: 1
Gap between HOMO and LUMO (spin up / spin down) in eV: 7.308 / 7.309
Charge: +1
HOMO level (spin up / spin down) in eV: -13.7 / -13.7

---

ORCA calculation (the ωB97M-V functional and the def2-TZVPD basis) on one molecule with the formula C7H11O2P at a distorted geometry.

Cartesian coordinates (Å):
P -2.699 0.906 0.730
O -3.469 2.026 0.145
O -2.815 -0.296 -0.324
C 1.520 0.415 0.270
C 2.240 0.503 -1.090
C -1.844 -1.582 -0.098
C -2.361 -2.706 -0.536
C -0.472 -1.145 0.191
C 1.536 1.752 0.955
C 0.078 0.059 -0.039
H 2.661 2.024 1.209
H 1.140 1.636 2.017
H -0.587 0.886 -0.452
H 1.783 1.433 -1.480
H 1.911 -0.459 -1.565
H -3.343 -2.581 -0.770
H 2.084 -0.382 0.914
H 0.075 -1.928 0.662
H 0.952 2.637 0.566
H 3.362 0.393 -0.933
H -1.752 -3.593 -0.373

Results
SMILES: C=C(/C=C/C(C)C)OP=O
2S+1: 1
Gap between HOMO and LUMO in eV: 9.387
Charge: 0
HOMO level in eV: -9.3

---

ORCA calculation (the ωB97M-V functional and the def2-TZVPD basis) on one molecule with the formula C7H11P at a distorted geometry.

Cartesian coordinates (Å):
P -0.467 -0.502 -2.724
C 1.841 -0.804 2.237
C -2.897 -0.024 -1.506
C -0.816 0.351 -0.130
C 0.662 -0.667 1.276
C -1.402 0.027 -1.331
C 1.650 0.899 -0.526
C 0.549 0.203 0.254
H -3.199 0.653 -2.355
H -3.299 -0.965 -1.677
H -0.312 -1.035 1.477
H 2.611 -0.220 1.715
H 2.395 1.307 0.166
H -1.532 0.552 0.687
H 2.214 -1.780 2.290
H 2.357 0.290 -1.209
H 1.694 -0.390 3.176
H 1.330 1.671 -1.139
H -3.380 0.433 -0.682

Results
2S+1: 1
Gap between HOMO and LUMO (spin up / spin down) in eV: 6.625 / 6.561
Charge: 0
HOMO level (spin up / spin down) in eV: -7.5 / -7.7

---

ORCA calculation (the ωB97M-V functional and the def2-TZVPD basis) on one molecule with the formula C7H11P at a distorted geometry.

Cartesian coordinates (Å):
P -0.605 0.086 0.032
C 0.672 1.134 0.516
C 2.411 -0.364 -0.175
C -1.586 0.828 -1.401
C 0.184 -1.459 -0.269
C 1.983 0.921 0.223
C 1.586 -1.497 -0.434
C -1.782 -0.078 1.326
H -2.398 -0.950 1.068
H -0.366 -2.321 -0.158
H -2.507 1.159 -1.121
H -1.103 1.578 -2.012
H -1.589 -0.089 -2.000
H 2.751 1.728 0.327
H -1.162 -0.382 2.194
H -2.404 0.764 1.643
H 0.334 1.984 1.073
H 3.531 -0.568 -0.125
H 2.051 -2.475 -0.707

Results
SMILES: CP1(C)=CC=CC=C1
2S+1: 1
Gap between HOMO and LUMO in eV: 7.498
Charge: 0
HOMO level in eV: -6.7